C27H57N2O10P3S | ωB97M-V/def2-TZVPD

Each line ends with the Mulliken charge.
Atoms and positions in Å:
1 S -0.380 -3.707 -5.914  -0.36
2 P -0.134 -6.047 4.782  1.06
3 P -1.233 -1.985 -6.136  0.17
4 P -0.190 6.551 0.532  1.03
5 O 0.311 -5.355 6.196  -0.35
6 O 0.999 6.961 1.577  -0.36
7 O -0.965 7.983 0.628  -0.34
8 O 1.185 -6.986 4.522  -0.38
9 O 0.103 -4.994 3.756  -0.74
10 O -1.228 5.835 1.581  -0.37
11 O -0.959 -7.271 5.477  -0.33
12 O 4.308 1.255 -5.514  -0.43
13 O 0.326 5.343 -0.171  -0.70
14 O -1.450 -2.900 -2.919  -0.24
15 N 1.430 -1.128 -3.417  -0.44
16 N -4.337 -2.145 -4.152  -0.57
17 C 2.215 7.501 1.055  -0.33
18 C -2.119 0.309 -4.802  -1.75
19 C 3.189 -5.990 3.607  -1.14
20 C 0.334 -9.134 6.359  -1.10
21 C 3.018 2.518 -3.843  -0.66
22 C -1.145 -1.566 -3.280  -0.13
23 C 0.328 -1.472 -3.424  -0.36
24 C 1.985 -6.870 3.346  -0.32
25 C -2.366 8.370 2.580  -1.10
26 C 3.103 1.946 -5.267  -0.08
27 C -0.773 2.320 -4.109  -1.03
28 C 0.513 3.148 -4.236  -0.94
29 C -0.809 1.103 -5.051  0.35
30 C 2.030 8.895 0.484  -0.97
31 C 4.137 -0.158 -5.515  -0.60
32 C -1.605 -2.471 0.834  -1.30
33 C 1.596 2.592 -3.265  -0.25
34 C -0.507 -4.317 6.739  -0.33
35 C -1.842 -4.837 7.240  -0.98
36 C -1.911 -2.994 -1.575  -0.80
37 C -2.318 8.160 1.083  -0.14
38 C -3.273 -1.782 -4.408  -0.33
39 C -0.819 3.558 2.284  -1.10
40 C -0.853 -2.660 -0.515  0.10
41 C -1.656 4.483 1.426  -0.26
42 C -0.654 -8.668 5.315  -0.14
43 C -1.918 -1.211 -4.576  1.58
44 H 3.513 3.484 -3.733  0.26
45 H 1.388 8.876 -0.401  0.26
46 H -0.918 -2.729 1.638  0.35
47 H -0.911 1.970 -3.079  0.38
48 H 3.089 2.793 -5.964  0.25
49 H 0.246 3.691 2.094  0.28
50 H 0.053 -3.883 7.567  0.32
51 H -2.395 -4.044 7.746  0.40
52 H 0.098 0.499 -5.001  -0.19
53 H 2.920 7.535 1.886  0.32
54 H -1.881 9.309 2.848  0.31
55 H -0.110 -9.083 7.355  0.31
56 H -2.379 -2.153 -6.946  0.14
57 H -1.846 7.589 3.129  0.29
58 H 1.400 -6.510 2.501  0.34
59 H -2.730 0.407 -5.705  0.45
60 H -0.451 -1.018 -6.807  0.10
61 H -0.122 -3.465 -0.454  0.35
62 H -2.456 -5.206 6.414  0.26
63 H 3.848 -6.459 4.340  0.30
64 H -1.080 2.514 2.102  0.34
65 H -1.594 -9.206 5.452  0.35
66 H -0.651 -3.532 5.990  0.28
67 H -0.848 1.516 -6.064  0.40
68 H -2.183 -4.038 -1.408  0.41
69 H 1.241 1.643 -2.858  0.19
70 H -1.530 -0.921 -2.484  0.64
71 H -0.320 -8.881 4.302  0.26
72 H -1.645 4.180 0.380  0.28
73 H -0.979 3.775 3.342  0.30
74 H 0.247 4.156 -3.903  0.37
75 H -1.652 2.928 -4.350  0.42
76 H -2.685 0.751 -3.980  0.65
77 H -1.895 -1.425 0.944  0.33
78 H -3.401 8.401 2.923  0.37
79 H 0.844 3.245 -5.271  0.50
80 H -2.697 4.443 1.757  0.36
81 H -2.495 -3.102 0.824  0.34
82 H 2.320 -7.879 3.092  0.35
83 H -2.695 9.057 0.589  0.35
84 H 1.556 9.551 1.214  0.24
85 H 0.632 -10.165 6.163  0.37
86 H 2.991 9.321 0.196  0.40
87 H 4.253 -0.540 -4.496  0.26
88 H -0.354 -1.709 -0.720  0.13
89 H 3.580 1.827 -3.203  0.32
90 H 3.756 -5.823 2.690  0.39
91 H -1.698 -5.665 7.933  0.24
92 H 1.640 3.287 -2.420  0.17
93 H 1.230 -8.519 6.392  0.29
94 H 3.193 -0.471 -5.965  0.26
95 H -2.952 7.337 0.758  0.25
96 H 2.897 -5.025 4.020  0.28
97 H 2.626 6.823 0.300  0.27
98 H -2.836 -2.421 -1.417  0.38
99 H 2.203 1.348 -5.453  -0.04
100 H 4.956 -0.565 -6.112  0.25

Calculated values
LUMO level	0.1	eV
calculated total energy	-3347.13043	Eh